The following is a quantum chemistry calculation of an isolated molecule of C4H6N2O, from OMol25.

Structure (XYZ):
```
13
Properties=species:S:1:pos:R:3:mulliken_charge:R:1
N 0.972 0.802 -1.557 -0.555
C 0.357 0.346 -0.394 0.740
C 1.077 0.749 0.840 -0.204
N 0.870 0.217 1.975 -0.518
C -1.674 -0.772 0.645 -0.733
O -2.294 -1.856 0.161 -0.330
C -0.826 -0.317 -0.440 -0.136
H 1.982 0.742 -1.576 0.238
H 0.569 0.434 -2.408 0.242
H 1.797 1.567 0.679 0.363
H 1.424 0.700 2.686 0.255
H -2.962 -2.131 0.801 0.418
H -1.294 -0.482 -1.413 0.221
```

Values from the calculation:
* ΔE to the lowest compared entry with this formula, charge and spin: 92.0 kcal/mol
* M: 98.10 g mol⁻¹
* frontier orbital gap (spin up / spin down): 7.89 / 7.89 eV
* highest occupied orbital energy (spin up / spin down): -7.8 / -7.8 eV
* DFT total energy: -340.64824 a.u.

---

The following is a quantum chemistry calculation of a cluster of 2 separate species, C4H6N2O in total, from OMol25.

Structure (XYZ):
```
13
Properties=species:S:1:pos:R:3:mulliken_charge:R:1
H 0.108 -1.866 1.361 0.259
N -0.611 -1.521 0.767 -0.569
C -0.354 -0.379 0.350 -0.176
C -1.438 0.153 -0.650 -0.308
C -1.923 1.543 -0.441 0.008
O -2.888 2.013 -0.991 -0.445
H 0.409 0.302 0.686 0.464
H -2.262 -0.486 -0.789 0.281
H -0.646 0.241 -1.473 0.202
H -1.151 2.324 -0.076 0.268
C 3.286 0.077 -0.737 0.084
N 3.135 0.911 0.065 -0.372
H 3.227 -0.640 -1.436 0.304
```

Values from the calculation:
* ΔE to the lowest compared entry with this formula, charge and spin: 75.7 kcal/mol
* M: 98.10 g mol⁻¹
* frontier orbital gap: 10.36 eV
* highest occupied orbital energy: -9.8 eV
* DFT total energy: -340.67428 a.u.
* structure (SMILES): [H]/N=C/CC=O.C#N

---

The following is a quantum chemistry calculation of a structure of composition C4H6N2O, from OMol25.

Structure (XYZ):
```
13
Properties=species:S:1:pos:R:3:mulliken_charge:R:1
N 0.128 -1.894 -1.227 -0.520
C -0.164 -0.823 -0.504 0.433
C 0.585 0.260 -1.134 -0.635
N 0.713 1.213 -0.045 -0.129
C -0.077 0.813 0.964 0.452
O -0.115 1.584 2.061 -0.488
C -0.705 -0.411 0.736 -0.736
H -0.487 -2.702 -1.258 0.193
H 0.987 -1.012 -1.761 0.373
H 0.005 0.701 -1.954 0.170
H 1.079 2.149 -0.103 0.227
H -0.720 1.183 2.698 0.331
H -1.236 -0.991 1.480 0.330
```

Values from the calculation:
* ΔE to the lowest compared entry with this formula, charge and spin: 90.9 kcal/mol
* M: 98.10 g mol⁻¹
* frontier orbital gap: 8.48 eV
* highest occupied orbital energy: -7.9 eV
* DFT total energy: -340.65006 a.u.

---

The following is a quantum chemistry calculation of an isolated molecule of C4H6N2O, from OMol25.

Structure (XYZ):
```
13
Properties=species:S:1:pos:R:3:mulliken_charge:R:1
H -0.945 1.618 -2.264 0.237
N -0.732 1.271 -1.341 -0.652
C -0.755 0.009 -1.211 0.719
C -1.200 -0.936 -2.228 0.114
N -1.580 -1.606 -3.090 -0.357
O -0.334 -0.588 -0.098 -0.315
C 0.258 0.372 0.807 -0.229
C 1.142 -0.391 1.782 -1.127
H 0.626 1.170 0.131 0.394
H -0.552 0.864 1.350 0.251
H 1.917 -0.991 1.298 0.304
H 1.631 0.287 2.488 0.364
H 0.525 -1.077 2.375 0.297
```

Values from the calculation:
* ΔE to the lowest compared entry with this formula, charge and spin: 40.0 kcal/mol
* M: 98.10 g mol⁻¹
* frontier orbital gap: 11.50 eV
* highest occupied orbital energy: -11.0 eV
* DFT total energy: -340.73122 a.u.
* structure (SMILES): [H]/N=C(\C#N)OCC

---

The following is a quantum chemistry calculation of a structure of composition C4H6N2O, from OMol25.

Structure (XYZ):
```
13
Properties=species:S:1:pos:R:3:mulliken_charge:R:1
N 1.295 0.587 1.805 -0.647
C 0.376 0.297 0.769 0.352
C -0.716 -0.582 0.787 -0.601
C -1.031 -0.879 -0.537 -0.253
C -0.116 -0.189 -1.337 0.358
O -0.060 -0.113 -2.691 -0.501
N 0.765 0.531 -0.623 -0.585
H 1.046 1.413 2.335 0.271
H 2.227 0.708 1.424 0.262
H -1.197 -0.952 1.683 0.413
H -1.857 -1.490 -0.883 0.367
H -0.747 -0.688 -3.053 0.323
H 0.082 1.332 0.078 0.241
```

Values from the calculation:
* ΔE to the lowest compared entry with this formula, charge and spin: 68.4 kcal/mol
* M: 98.10 g mol⁻¹
* frontier orbital gap: 8.82 eV
* highest occupied orbital energy: -8.1 eV
* DFT total energy: -340.68594 a.u.

---

The following is a quantum chemistry calculation of an isolated molecule of C4H6N2O, from OMol25.

Structure (XYZ):
```
13
Properties=species:S:1:pos:R:3:mulliken_charge:R:1
C 0.161 -1.397 0.045 -0.420
N -0.871 -1.543 0.769 -0.487
C -1.530 -0.271 0.749 -0.422
N -0.896 0.650 -0.156 -0.397
C 0.285 -0.022 -0.489 1.063
C 1.562 0.725 -0.517 -0.596
O 0.898 0.240 -1.700 -0.489
H 0.876 -2.195 -0.120 0.405
H -1.348 0.163 1.772 0.298
H -2.594 -0.323 0.525 0.294
H -0.743 1.548 0.291 0.287
H 2.491 0.212 -0.293 0.208
H 1.581 1.816 -0.452 0.256
```

Values from the calculation:
* ΔE to the lowest compared entry with this formula, charge and spin: 62.3 kcal/mol
* M: 98.10 g mol⁻¹
* frontier orbital gap: 9.94 eV
* highest occupied orbital energy: -9.1 eV
* DFT total energy: -340.69562 a.u.
* structure (SMILES): C1=NCN[C@@]12CO2

---

The following is a quantum chemistry calculation of an isolated molecule of C4H6N2O, from OMol25.

Structure (XYZ):
```
13
Properties=species:S:1:pos:R:3:mulliken_charge:R:1
C 2.179 -0.191 0.093 -0.976
C 0.708 -0.168 -0.169 0.436
N 0.089 -0.741 -1.165 -0.618
C -1.256 -0.476 -0.989 -0.385
C -1.432 0.260 0.146 0.418
O -2.500 0.769 0.808 -0.524
N -0.184 0.454 0.675 -0.083
H 2.731 -0.204 -0.849 0.291
H 2.449 -1.086 0.661 0.230
H 2.500 0.692 0.654 0.308
H -2.005 -0.837 -1.681 0.378
H -3.299 0.501 0.339 0.327
H 0.020 1.027 1.478 0.198
```

Values from the calculation:
* ΔE to the lowest compared entry with this formula, charge and spin: 13.0 kcal/mol
* M: 98.10 g mol⁻¹
* frontier orbital gap: 8.71 eV
* highest occupied orbital energy: -8.0 eV
* DFT total energy: -340.77418 a.u.
* structure (SMILES): Cc1ncc(O)[nH]1

---

The following is a quantum chemistry calculation of an isolated molecule of C4H6N2O, from OMol25.

Structure (XYZ):
```
13
Properties=species:S:1:pos:R:3:mulliken_charge:R:1
C 2.247 -0.433 -0.078 -0.653
O 1.175 0.499 0.053 -0.355
C -0.066 -0.029 0.129 0.549
N -0.386 -1.223 0.060 -0.244
N -1.735 -1.161 -0.005 -0.566
C -2.363 0.022 -0.149 -0.471
C -1.161 0.996 -0.035 -0.037
H 2.704 -0.859 0.973 0.233
H 3.150 0.073 -0.505 0.237
H 1.943 -1.084 -0.834 0.356
H -3.423 -0.063 0.062 0.373
H -0.716 1.791 -0.644 0.363
H -1.368 1.470 0.971 0.215
```

Values from the calculation:
* ΔE to the lowest compared entry with this formula, charge and spin: 91.5 kcal/mol
* M: 98.11 g mol⁻¹
* frontier orbital gap: 10.10 eV
* highest occupied orbital energy: -9.2 eV
* DFT total energy: -340.64912 a.u.
* structure (SMILES): COC1=NN=CC1

---

The following is a quantum chemistry calculation of an isolated molecule of C4H6N2O, from OMol25.

Structure (XYZ):
```
13
Properties=species:S:1:pos:R:3:mulliken_charge:R:1
N -1.371 -1.187 0.779 -0.479
C -0.310 -0.631 0.101 -0.206
N 0.328 -1.067 -0.979 -0.189
C 1.233 0.247 -1.511 -0.680
C 0.931 1.199 -0.524 -0.258
C 0.128 0.640 0.442 0.924
O -0.221 1.123 1.675 -0.571
H -1.560 -0.692 1.641 0.241
H -1.515 -2.181 0.817 0.220
H 0.013 -2.013 -1.273 0.210
H 0.929 0.324 -2.536 0.179
H 1.305 2.218 -0.366 0.310
H 0.110 2.022 1.735 0.298
```

Values from the calculation:
* ΔE to the lowest compared entry with this formula, charge and spin: 69.1 kcal/mol
* M: 98.10 g mol⁻¹
* frontier orbital gap: 7.65 eV
* highest occupied orbital energy: -6.9 eV
* DFT total energy: -340.68478 a.u.
* structure (SMILES): Nc1[nH]ccc1O

---

The following is a quantum chemistry calculation of an isolated molecule of C4H6N2O, from OMol25.

Structure (XYZ):
```
13
Properties=species:S:1:pos:R:3:mulliken_charge:R:1
C -1.236 1.615 -0.576 -1.004
C -0.288 0.657 -0.426 0.589
C 0.139 0.502 0.978 -0.253
N 0.540 -0.905 0.976 -0.256
C 0.648 -1.228 -0.356 0.410
O 1.095 -2.451 -0.653 -0.467
N 0.238 -0.359 -1.232 -0.641
H -2.065 1.584 0.128 0.267
H -1.394 2.225 -1.443 0.233
H -0.740 1.101 1.387 0.247
H 0.977 1.151 1.258 0.225
H 1.134 -1.357 1.656 0.270
H 0.990 -2.557 -1.612 0.379
```

Values from the calculation:
* ΔE to the lowest compared entry with this formula, charge and spin: 61.3 kcal/mol
* M: 98.10 g mol⁻¹
* frontier orbital gap: 8.53 eV
* highest occupied orbital energy: -7.8 eV
* DFT total energy: -340.69728 a.u.
* structure (SMILES): C=C1CNC(O)=N1

---

The following is a quantum chemistry calculation of an isolated molecule of C4H6N2O, from OMol25.

Structure (XYZ):
```
13
Properties=species:S:1:pos:R:3:mulliken_charge:R:1
C -1.597 -0.957 0.071 -0.880
N -0.228 -0.376 -0.156 0.593
N 0.821 -1.261 -0.044 -0.831
C 1.906 -0.481 0.009 -0.225
C 1.583 0.888 0.026 -0.638
C 0.220 0.888 -0.037 0.459
O -0.594 1.994 0.023 -0.511
H -1.510 -2.056 0.042 0.314
H -2.260 -0.634 -0.729 0.292
H -1.993 -0.518 0.969 0.355
H 2.910 -0.960 0.116 0.372
H 2.245 1.714 -0.017 0.383
H -1.504 1.760 -0.274 0.317
```

Values from the calculation:
* ΔE to the lowest compared entry with this formula, charge and spin: 37.3 kcal/mol
* M: 98.11 g mol⁻¹
* frontier orbital gap: 9.22 eV
* highest occupied orbital energy: -8.7 eV
* DFT total energy: -340.73542 a.u.
* structure (SMILES): Cn1nccc1O

---

The following is a quantum chemistry calculation of an isolated molecule of C4H6N2O, from OMol25.

Structure (XYZ):
```
13
Properties=species:S:1:pos:R:3:mulliken_charge:R:1
N -1.953 0.649 -0.222 -0.483
C -0.620 0.346 -0.233 0.424
C 0.459 1.130 -0.423 -0.652
C 1.605 0.252 -0.107 0.442
O 2.590 0.493 0.556 -0.591
N 1.207 -1.065 -0.470 -0.420
C -0.129 -1.045 0.130 -0.514
H -2.562 0.013 0.271 0.228
H -2.196 1.622 -0.108 0.230
H 0.504 2.211 -0.482 0.376
H 1.818 -1.719 0.012 0.285
H -0.782 -1.882 -0.137 0.383
H 0.059 -1.004 1.214 0.293
```

Values from the calculation:
* ΔE to the lowest compared entry with this formula, charge and spin: 22.0 kcal/mol
* M: 98.10 g mol⁻¹
* frontier orbital gap: 9.52 eV
* highest occupied orbital energy: -8.8 eV
* DFT total energy: -340.75978 a.u.
* structure (SMILES): NC1=CC(=O)NC1

---

The following is a quantum chemistry calculation of an isolated molecule of C4H6N2O, from OMol25.

Structure (XYZ):
```
13
Properties=species:S:1:pos:R:3:mulliken_charge:R:1
C 2.216 0.341 0.281 -0.483
O 1.310 -0.540 -0.559 -0.369
N 0.012 -0.160 -0.444 0.627
C -0.834 -1.082 0.052 -0.171
C -2.068 -0.485 -0.040 -0.491
C -1.682 0.976 0.003 -0.404
N -0.303 1.177 -0.343 -0.625
H 2.531 -0.267 1.182 0.207
H 1.540 1.271 0.308 0.407
H 3.148 0.245 -0.508 0.181
H -0.473 -2.199 0.099 0.316
H -3.005 -0.965 0.107 0.378
H -2.390 1.688 -0.137 0.426
```

Values from the calculation:
* ΔE to the lowest compared entry with this formula, charge and spin: 129.3 kcal/mol
* M: 98.11 g mol⁻¹
* frontier orbital gap: 9.94 eV
* highest occupied orbital energy: -8.9 eV
* DFT total energy: -340.58892 a.u.
* structure (SMILES): COn1cccn1

---

The following is a quantum chemistry calculation of an isolated molecule of C4H6N2O, from OMol25.

Structure (XYZ):
```
13
Properties=species:S:1:pos:R:3:mulliken_charge:R:1
C -2.131 -0.069 -0.212 -0.773
O -1.044 -0.974 -0.088 -0.424
C 0.132 -0.316 -0.059 0.442
C 0.510 0.944 -0.430 -0.157
N 1.841 1.138 -0.122 -0.618
C 2.245 0.022 0.414 -0.261
N 1.242 -0.911 0.478 -0.045
H -2.096 0.454 -1.175 0.288
H -2.086 0.672 0.595 0.363
H -3.050 -0.651 -0.145 0.238
H -0.091 1.711 -0.896 0.388
H 3.243 -0.178 0.783 0.369
H 1.286 -1.843 0.858 0.191
```

Values from the calculation:
* ΔE to the lowest compared entry with this formula, charge and spin: 27.1 kcal/mol
* M: 98.10 g mol⁻¹
* frontier orbital gap: 9.14 eV
* highest occupied orbital energy: -8.3 eV
* DFT total energy: -340.75179 a.u.
* structure (SMILES): COc1cnc[nH]1

---

The following is a quantum chemistry calculation of an isolated molecule of C4H6N2O, from OMol25.

Structure (XYZ):
```
13
Properties=species:S:1:pos:R:3:mulliken_charge:R:1
H 2.670 -0.989 -1.289 0.282
N 1.649 -1.027 -1.288 -0.634
C 1.134 -0.193 -0.505 0.201
O 1.687 0.774 0.313 -0.398
C 0.368 1.237 0.759 -0.487
C -0.252 0.108 -0.023 0.792
C -1.634 -0.237 -0.374 -0.436
N -1.014 -0.804 0.817 -0.642
H 0.128 0.990 1.796 0.305
H 0.209 2.287 0.479 0.244
H -1.845 -0.899 -1.208 0.285
H -2.394 0.516 -0.171 0.232
H -0.707 -1.764 0.693 0.253
```

Values from the calculation:
* ΔE to the lowest compared entry with this formula, charge and spin: 67.0 kcal/mol
* M: 98.10 g mol⁻¹
* frontier orbital gap: 11.03 eV
* highest occupied orbital energy: -10.0 eV
* DFT total energy: -340.68820 a.u.
* structure (SMILES): [H]/N=C1\OC[C@@]12CN2

---

The following is a quantum chemistry calculation of an isolated molecule of C4H6N2O, from OMol25.

Structure (XYZ):
```
13
Properties=species:S:1:pos:R:3:mulliken_charge:R:1
C -0.249 -1.280 -1.033 -0.890
N -0.431 -0.231 -0.044 -0.027
C 0.568 0.175 0.809 0.429
C -0.930 1.152 -0.336 -0.117
C 0.503 1.538 0.844 -0.484
O 1.372 -0.656 1.498 -0.482
N -0.074 2.104 -0.379 -0.466
H 1.040 -1.560 1.420 0.312
H -1.994 1.220 -0.529 0.379
H 0.845 2.220 1.599 0.408
H -1.153 -1.365 -1.634 0.329
H -0.101 -2.238 -0.526 0.296
H 0.604 -1.081 -1.688 0.313
```

Values from the calculation:
* ΔE to the lowest compared entry with this formula, charge and spin: 100.6 kcal/mol
* M: 98.10 g mol⁻¹
* frontier orbital gap: 7.94 eV
* highest occupied orbital energy: -7.3 eV
* DFT total energy: -340.63456 a.u.

---

The following is a quantum chemistry calculation of an isolated molecule of C4H6N2O, from OMol25.

Structure (XYZ):
```
13
Properties=species:S:1:pos:R:3:mulliken_charge:R:1
N 1.917 0.886 -0.077 -0.594
C 0.588 0.415 -0.023 -0.119
N -0.468 1.293 -0.118 0.051
C -1.650 0.616 -0.063 -0.671
C -1.369 -0.725 0.079 -0.561
C 0.048 -0.843 0.103 0.640
O 0.817 -1.970 0.248 -0.574
H 2.476 0.284 -0.674 0.282
H 2.350 0.871 0.842 0.258
H -0.342 2.281 -0.265 0.213
H -2.598 1.131 -0.120 0.386
H -2.094 -1.523 0.176 0.360
H 0.324 -2.717 -0.110 0.330
```

Values from the calculation:
* ΔE to the lowest compared entry with this formula, charge and spin: 21.5 kcal/mol
* M: 98.10 g mol⁻¹
* frontier orbital gap: 8.65 eV
* highest occupied orbital energy: -7.7 eV
* DFT total energy: -340.76062 a.u.
* structure (SMILES): Nc1[nH]ccc1O

---

The following is a quantum chemistry calculation of an isolated molecule of C4H6N2O, from OMol25.

Structure (XYZ):
```
13
Properties=species:S:1:pos:R:3:mulliken_charge:R:1
C 0.240 0.129 2.119 -1.185
C 0.336 0.624 0.721 -0.078
O -0.904 1.011 0.044 -0.474
C -0.362 -0.108 -0.438 0.151
N 0.107 -0.011 -1.755 -0.319
C 0.096 -1.037 -2.557 0.369
N -0.026 -1.755 -3.443 -0.425
H -0.825 0.023 2.385 0.327
H 0.520 0.948 2.681 0.359
H 0.821 -0.823 2.293 0.268
H 1.205 1.169 0.443 0.401
H -0.964 -1.043 -0.281 0.336
H -0.245 0.873 -2.213 0.270
```

Values from the calculation:
* ΔE to the lowest compared entry with this formula, charge and spin: 68.6 kcal/mol
* M: 98.10 g mol⁻¹
* frontier orbital gap: 10.36 eV
* highest occupied orbital energy: -9.6 eV
* DFT total energy: -340.68563 a.u.
* structure (SMILES): C[C@@H]1O[C@H]1NC#N